C29H62O9 | the ωB97M-V functional and the def2-TZVPD basis

Each line ends with the Mulliken charge.
CARTESIAN COORDINATES (ANGSTROEM)
1 O -25.8688 1.5528 -29.5254  -0.4307
2 O -26.3175 13.6580 -26.8345  -0.3602
3 O -24.6260 8.7129 -31.6976  -0.4246
4 O -27.4157 10.9956 -24.1334  -0.5208
5 O -20.4639 5.1015 -27.8626  -0.4551
6 O -27.6449 6.2136 -23.1333  -0.5802
7 O -28.7124 4.6231 -25.3669  -0.3526
8 O -25.0129 12.0057 -28.6198  -0.4469
9 O -24.9621 8.0365 -27.3580  -0.4780
10 C -22.5959 9.0625 -32.7468  -0.6075
11 C -26.9510 6.0744 -20.8677  -0.6589
12 C -25.8202 12.4295 -26.3474  0.3095
13 C -30.0676 4.8972 -25.6639  -0.7253
14 C -21.2558 6.1188 -27.2023  -0.2579
15 C -21.8216 5.4807 -25.9284  0.0376
16 C -25.6920 11.4580 -27.5146  -0.2277
17 C -26.2986 3.0789 -27.8332  -0.1935
18 C -21.6329 3.9907 -26.1998  -0.2152
19 C -23.6162 11.8720 -28.5298  -0.4754
20 C -25.8073 7.7040 -26.2619  0.5603
21 C -27.0948 7.6587 -28.2565  -0.7797
22 C -28.3903 10.7281 -22.0001  -0.4004
23 C -26.3448 3.8520 -29.1489  0.1967
24 C -22.7149 7.5610 -32.5101  -0.6494
25 C -26.1120 2.7644 -30.2117  -0.5566
26 C -27.7090 6.9177 -21.8960  -0.2031
27 C -27.0685 7.0621 -26.8511  0.6390
28 C -23.5284 9.6213 -31.7103  -0.0868
29 C -28.3399 9.8931 -24.2347  0.6866
30 C -27.6137 11.6945 -22.9084  -0.7216
31 C -29.2635 10.0102 -23.0311  -0.6008
32 C -26.3863 5.5173 -23.1645  -0.0675
33 C -26.3993 14.6382 -25.8369  -0.7236
34 C -25.4469 1.8862 -28.2010  -0.4150
35 C -24.1920 7.4091 -32.0905  0.1041
36 C -25.6193 7.7535 -28.6082  0.7458
37 C -26.1621 5.0553 -21.7027  -0.7380
38 C -20.3197 4.0049 -26.9805  -0.5298
39 H -27.2883 2.7486 -27.5193  0.1340
40 H -30.3773 4.2686 -26.4987  0.2611
41 H -20.1865 3.1066 -27.5816  0.3490
42 H -22.4580 6.9470 -33.3709  0.3927
43 H -30.2042 5.9374 -25.9785  0.2582
44 H -25.5968 6.1648 -23.5476  0.1573
45 H -22.8952 9.2757 -33.7789  0.2862
46 H -28.1492 12.6438 -23.0140  0.3373
47 H -27.7319 7.0532 -28.9018  0.3944
48 H -21.2349 5.7913 -25.0632  0.3354
49 H -23.8962 10.6253 -31.9158  0.3285
50 H -26.0929 8.5925 -25.6873  -0.2503
51 H -25.4645 8.6118 -29.2607  0.1308
52 H -27.7797 8.9596 -24.2704  -0.6755
53 H -25.1421 10.5803 -27.1488  0.2382
54 H -28.9033 10.0557 -25.1563  0.2607
55 H -24.8332 7.1085 -32.9205  0.3320
56 H -26.6210 11.9045 -22.5071  0.3325
57 H -25.5820 14.5665 -25.1098  0.3224
58 H -21.5659 9.4274 -32.7310  0.3495
59 H -22.0090 6.4174 -27.9302  0.1008
60 H -27.9290 7.3376 -26.2393  0.1599
61 H -27.2651 4.4221 -29.2978  0.3161
62 H -22.4061 3.6203 -26.8786  -0.0901
63 H -28.9673 11.2460 -21.2371  0.4010
64 H -22.0811 7.2502 -31.6763  0.1827
65 H -23.1187 9.6022 -30.6910  -0.0151
66 H -23.2129 12.2128 -29.4844  0.2894
67 H -20.5806 6.9540 -27.0083  0.2954
68 H -27.0409 5.9747 -26.9106  -0.3129
69 H -29.6112 9.0237 -22.7209  0.2580
70 H -22.8633 5.7575 -25.7698  -0.2566
71 H -27.3469 14.5609 -25.2863  0.2332
72 H -26.4790 11.9940 -25.5877  -0.0380
73 H -25.5853 4.6326 -29.2397  -0.2976
74 H -21.6255 3.3497 -25.3186  0.4232
75 H -27.2185 7.8861 -22.0155  -0.0909
76 H -23.1880 12.4439 -27.7030  0.2537
77 H -30.1483 10.6067 -23.2540  0.3390
78 H -19.4621 4.1527 -26.3113  0.2787
79 H -26.2263 6.7161 -20.3619  0.2906
80 H -25.8730 3.6242 -26.9880  0.1187
81 H -25.6513 1.0052 -27.5920  0.3655
82 H -23.3351 10.8100 -28.4678  0.0973
83 H -24.2869 6.7475 -31.2275  -0.1621
84 H -27.5110 8.6690 -28.2611  0.2937
85 H -26.9286 2.6647 -30.9273  0.3177
86 H -26.4827 4.0206 -21.6302  0.2893
87 H -28.4930 5.1108 -24.5645  0.4308
88 H -28.7712 6.9909 -21.6695  0.4223
89 H -24.3684 2.0828 -28.1643  0.1476
90 H -25.1563 6.8536 -29.0174  -0.6289
91 H -27.5209 5.5807 -20.0845  0.2990
92 H -26.3523 15.6207 -26.3050  0.2533
93 H -25.2381 3.0411 -30.8195  0.2471
94 H -24.8279 12.5853 -25.8973  0.2762
95 H -25.0886 5.1163 -21.5213  0.3365
96 H -26.5651 4.6458 -23.7924  0.3087
97 H -26.7001 11.1724 -27.8186  0.2567
98 H -27.6753 10.0461 -21.5390  0.1456
99 H -30.7175 4.6526 -24.8190  0.3045
100 H -25.2427 7.0423 -25.5992  -0.5107

Calculated values
Relative energy (zero: lowest compared OMol25 entry of this formula, charge and spin)   0.0 kJ/mol
Total charge   0
SMILES   C1CCOC1.C1CCOC1.C1CCOC1.C1CCOC1.C1CCOC1.C1CCOC1.COCCOC.CO
HOMO-LUMO gap   9.6639 eV

C29H64BrCl3LiN2O15S2V | the ωB97M-V functional and the def2-TZVPD basis

Each line ends with the Mulliken charge.
CARTESIAN COORDINATES (ANGSTROEM)
1 Br -5.1171 4.7128 -4.3303  -0.5684
2 V 4.9019 0.9750 -6.1703  1.4506
3 Cl 10.0806 4.1199 -2.4548  -0.2071
4 Cl 0.7022 -2.4642 2.8279  1.7166
5 Cl 8.2595 4.0046 -5.3667  -0.1785
6 S -1.9503 -5.7901 4.2144  1.0135
7 S -3.4640 1.2119 -1.8040  0.0364
8 O 1.6228 -1.3933 2.4602  -0.7042
9 O -8.3721 0.9243 -1.6130  -0.5404
10 O -2.9484 -6.5817 3.5387  -0.7244
11 O 4.8584 2.4827 -5.4202  -0.9571
12 O -0.3369 -2.5637 1.8356  -0.3768
13 O -1.3165 -4.6758 3.5799  -0.4673
14 O 0.1319 -2.1417 4.1199  -0.7193
15 O 4.9618 -0.5636 -6.8068  -0.9123
16 O -1.0108 0.7166 2.2622  -0.4111
17 O -8.2193 -1.1127 -2.2811  -0.5931
18 O -1.3676 2.2830 0.2249  -0.1908
19 O -9.1575 5.2138 0.0619  -0.4383
20 O -6.9680 5.8473 -0.0172  -0.4944
21 O -8.0555 -0.6500 -0.1871  -0.5694
22 O 1.4397 -3.6978 2.8962  -0.7659
23 N -2.4466 2.7792 -3.5485  -0.2448
24 N -8.2192 -0.2887 -1.3633  1.0147
25 C 5.4801 -0.3304 -2.4407  -1.3069
26 C 7.9161 1.4149 1.1096  -1.6311
27 C -0.5045 2.5053 3.7837  -1.3996
28 C 5.5984 1.0374 -1.7498  0.9236
29 C -2.0967 -1.9706 -0.4065  0.1209
30 C -1.0018 1.1203 3.4016  0.9329
31 C -1.7780 -6.0079 6.8755  -0.6175
32 C -3.6264 -1.7867 -0.4493  -1.1977
33 C -4.1488 -1.0865 0.8085  -0.9775
34 C 4.0735 -0.6743 -2.9120  -0.8657
35 C -1.4719 0.2498 4.5318  -1.1603
36 C -0.6711 -6.8614 4.8693  -0.7357
37 C -8.0305 5.3602 -0.3819  0.7079
38 C -2.5867 -5.2510 5.8142  -0.6299
39 C 0.0441 -1.0695 -1.2843  0.4079
40 C -4.2076 0.4267 0.6751  0.4973
41 C -7.9097 4.7146 -1.8693  -0.2301
42 C 2.1670 -2.2056 -2.1009  -1.6757
43 C -3.5715 2.8332 -2.6366  -0.8197
44 C 3.1737 -1.1216 -1.7522  0.1480
45 C -2.6657 1.9196 -4.7133  -0.8996
46 C -4.7797 1.0103 -0.6131  -0.4793
47 C -1.3403 -1.5988 -1.6907  -0.8717
48 C 1.0327 -2.2232 -1.0935  -0.5837
49 C 5.8376 0.9147 -0.2357  -0.9398
50 C 8.4163 4.7136 -2.7253  -0.3955
51 C -0.4009 -6.3125 6.2656  -0.5315
52 C 6.7221 2.0127 0.3733  0.2307
53 C 7.6537 3.8654 -3.7059  -0.1631
54 Li 8.7285 0.7966 3.2075  1.0021
55 H 0.3330 2.4231 4.4751  0.3769
56 H -1.1761 -2.4856 -2.2993  0.5063
57 H -4.8381 0.8323 1.4651  0.5651
58 H 7.0899 2.6885 -0.3941  -0.1494
59 H 1.4684 -2.1925 -0.0955  -0.0953
60 H 4.8683 0.9456 0.2511  0.0936
61 H 5.7859 -1.1034 -1.7370  0.5422
62 H -5.5941 0.4569 -1.0310  0.0581
63 H -3.7509 0.3382 -2.7612  0.4707
64 H 3.8364 -1.5522 -1.0040  0.4011
65 H 1.8073 -2.1280 -3.1277  0.4405
66 H -7.1351 3.9534 -1.8212  -0.1287
67 H -0.5951 1.7252 -0.0039  0.4366
68 H -5.0875 -1.5044 1.1555  0.4811
69 H 8.2263 2.0784 1.9215  0.4679
70 H -3.3584 3.5871 -1.8806  0.6060
71 H 4.6810 1.5980 -1.9105  0.4403
72 H 0.1610 -7.0235 6.8699  0.3564
73 H -1.6934 -5.4242 7.7908  0.3346
74 H -0.6600 0.0897 5.2416  0.3897
75 H -8.8466 4.2687 -2.1806  0.2579
76 H -3.2162 0.8424 0.8472  -0.5833
77 H 7.6849 2.8152 -3.4276  0.0102
78 H -2.2810 -6.9432 7.1284  0.2926
79 H 4.1556 -1.4996 -3.6164  0.3943
80 H 6.4216 1.5946 -2.1907  -0.8533
81 H 0.1836 -5.3936 6.1912  0.2769
82 H -1.9384 2.1703 -5.4763  0.4006
83 H -4.5606 3.1457 -3.2084  0.1881
84 H 7.5907 0.4603 1.5478  0.5223
85 H -2.0474 2.2746 -0.4965  -0.1291
86 H -2.5017 0.8743 -4.4594  0.2218
87 H -1.1160 3.1832 0.4909  0.4368
88 H 6.1879 -0.3833 -3.2665  0.4197
89 H -3.4225 -1.2716 1.5975  0.2221
90 H -2.3079 0.7266 5.0508  0.4461
91 H 8.7593 1.2258 0.4543  0.3737
92 H 0.4972 -3.1691 -1.1329  0.6691
93 H 7.9159 4.6891 -1.7585  0.2143
94 H 0.4144 -0.3726 -2.0417  0.7047
95 H 6.1444 2.6187 1.0661  0.4677
96 H 2.6659 -0.2457 -1.3516  0.0728
97 H -1.9025 -3.0265 -0.2392  0.4936
98 H -1.6538 -1.4439 0.4285  -0.1885
99 H -3.6599 2.0453 -5.1379  0.3440
100 H -1.0740 -7.8732 4.9062  0.3357
101 H -1.7763 -0.7131 4.1327  0.1543
102 H 3.6565 0.2004 -3.3910  0.3149
103 H -3.6496 -5.4719 5.8555  0.3442
104 H -3.8974 -1.2974 -1.3821  0.7437
105 H -1.8993 -0.8848 -2.2928  -0.0677
106 H -5.1589 2.0110 -0.4149  0.5223
107 H -7.6105 5.5009 -2.5592  0.2664
108 H -0.0732 -0.5052 -0.3583  -0.5499
109 H 8.4812 5.7446 -3.0595  0.4154
110 H 0.1884 -6.8201 4.2048  0.3944
111 H -2.4265 -4.1764 5.8718  0.3040
112 H 2.6889 -3.1612 -2.0461  0.4340
113 H -4.1231 -2.7521 -0.4959  0.4381
114 H -0.1623 3.0366 2.8963  0.2454
115 H 6.6119 4.1818 -3.7356  0.2752
116 H -2.3712 3.7278 -3.8887  0.3740
117 H 6.2983 -0.0505 -0.0498  0.4022
118 H -1.3002 3.0711 4.2705  0.3573

Calculated values
Total charge   0
HOMO-LUMO gap   1.0298 eV

In the order shown, the computed LUMO level values come out to 0.52 -5.46 eV.
In the order shown, the computed strongest force on any atom values come out to 0.027 0.038 Eh/bohr.
In the order shown, the computed DFT total energy values come out to -1819.1439 -8082.9613 hartree.